# C6H24NO9S

7 unconnected molecules or ions with the total composition C6H24NO9S (ωB97M-V with the def2-TZVPD basis set, the OMol25 dataset).

Structure (XYZ):
```
41
Properties=species:S:1:pos:R:3
C -2.503 2.983 2.454
N -1.991 1.677 2.087
C -2.900 0.581 2.378
C -1.468 1.622 0.759
O -1.995 2.264 -0.133
C -0.206 0.799 0.508
C 0.832 0.682 1.605
S 0.725 -0.715 2.546
C 1.731 -1.974 1.718
O 1.374 -0.498 3.837
O -0.593 -1.373 2.593
H -1.977 3.751 1.891
H -3.580 3.089 2.268
H -2.327 3.160 3.519
H -2.831 0.293 3.429
H -2.600 -0.294 1.806
H -3.941 0.842 2.145
H 0.200 1.271 -0.393
H -0.552 -0.187 0.174
H 0.764 1.493 2.332
H 2.273 -2.491 2.510
H 2.412 -1.498 1.022
H 1.075 -2.675 1.209
O 2.052 -0.827 -1.469
H 2.575 -0.073 -1.762
H 1.779 -1.243 -2.295
O 0.615 -2.266 -3.629
H -0.239 -2.498 -3.253
H 0.807 -2.924 -4.312
O 4.511 0.754 -2.425
H 4.577 0.149 -3.173
H 5.059 0.350 -1.744
O -5.610 1.920 3.895
H -6.499 1.790 3.551
H -5.521 1.291 4.617
O 2.463 -0.028 -4.473
H 2.712 0.704 -3.896
H 1.508 -0.104 -4.356
O 2.331 -3.548 -5.595
H 2.185 -3.537 -6.546
H 2.771 -2.711 -5.397
```

Summary:
DFT total energy in Eh: -1373.0870
Charge: -1

# C6H24O5S2

6 unconnected molecules or ions with the total composition C6H24O5S2 (ωB97M-V with the def2-TZVPD basis set, the OMol25 dataset).

Structure (XYZ):
```
37
Properties=species:S:1:pos:R:3
C -0.359 -1.228 -1.449
C -1.112 -1.284 -2.818
C 0.905 -2.192 -1.172
S 0.996 -2.385 0.667
S 2.265 -1.072 1.224
C 1.627 0.494 0.836
C 0.371 1.029 1.310
C 0.259 1.075 2.835
H -1.011 -1.382 -0.668
H 0.007 -0.220 -1.366
H -0.552 -0.628 -3.531
H -2.185 -0.998 -2.612
H -0.981 -2.352 -3.066
H 1.872 -1.787 -1.698
H 0.776 -3.268 -1.449
H 1.588 0.780 -0.294
H 2.550 1.227 1.062
H 0.233 2.062 0.976
H -0.467 0.438 1.081
H -0.614 1.710 3.376
H 1.102 1.676 3.379
H 0.352 0.175 3.245
H -2.674 -2.264 1.351
H -3.048 -0.774 1.351
O -3.227 -1.625 1.062
H 1.047 3.928 1.417
H 0.533 4.442 0.087
O 1.376 4.095 0.536
H -2.759 1.682 -1.648
H -1.349 1.423 -1.308
O -1.991 1.953 -1.171
H 2.212 2.906 -2.503
H 1.037 2.950 -1.379
O 1.267 2.427 -2.236
H -4.604 -0.046 -1.524
H -3.382 -0.325 -0.415
O -3.926 0.223 -0.863
```

Summary:
DFT total energy in Eh: -1415.4297
SMILES: CCCSSCCC.O.O.O.O.O

# C6H24O6

6 unconnected molecules or ions with the total composition C6H24O6 (ωB97M-V with the def2-TZVPD basis set, the OMol25 dataset).

Structure (XYZ):
```
36
Properties=species:S:1:pos:R:3
C -2.366 -0.780 -3.157
O -1.575 -1.645 -2.309
H -1.973 0.270 -3.296
H -2.468 -1.260 -4.143
H -3.373 -0.760 -2.730
H -0.690 -1.690 -2.678
C 0.275 -0.073 3.045
O -1.057 0.117 2.600
H 0.789 -0.881 2.458
H 0.885 0.859 2.903
H 0.356 -0.321 4.113
H -1.025 -0.165 1.665
C 3.650 0.852 1.478
O 3.844 -0.126 2.519
H 3.859 1.880 1.875
H 4.372 0.720 0.648
H 2.614 0.925 1.090
H 4.184 -0.970 2.193
C -3.635 1.720 1.308
O -2.727 2.453 2.127
H -4.502 2.413 1.016
H -3.149 1.488 0.322
H -4.016 0.798 1.840
H -2.143 1.841 2.626
C 2.019 -1.717 -1.956
O 1.587 -1.931 -3.226
H 1.679 -2.453 -1.243
H 3.097 -1.872 -1.921
H 1.907 -0.683 -1.534
H 2.104 -2.655 -3.617
C -0.255 0.930 -0.715
O -0.481 -0.255 -0.047
H 0.563 1.395 -0.214
H -0.083 0.730 -1.841
H -1.111 1.567 -0.608
H -1.156 -0.721 -0.593
```

Summary:
DFT total energy in Eh: -694.3111
SMILES: CO.CO.CO.CO.CO.CO

# C6H24O7

8 unconnected molecules or ions with the total composition C6H24O7 (ωB97M-V with the def2-TZVPD basis set, the OMol25 dataset).

Structure (XYZ):
```
37
Properties=species:S:1:pos:R:3
C 1.690 -1.698 1.620
C 0.626 -1.230 0.668
C 0.117 -2.007 -0.284
C -0.474 2.443 0.114
C -0.075 1.018 -0.101
C 0.186 0.172 0.889
H 1.333 -1.623 2.650
H 1.997 -2.725 1.426
H 2.581 -1.066 1.565
H 0.458 -3.027 -0.436
H -0.641 -1.682 -0.986
H 0.402 3.098 0.103
H -0.987 2.613 1.061
H -1.135 2.823 -0.667
H -0.022 0.688 -1.133
H 0.146 0.478 1.927
H -2.363 -0.039 3.982
H -2.015 -0.966 2.781
O -1.866 -0.072 3.155
H -0.546 0.092 -3.449
H -1.945 -0.181 -4.010
O -1.447 -0.148 -3.186
H 2.310 1.717 1.045
H 3.082 1.317 -0.226
O 2.958 2.049 0.417
H -2.862 0.485 1.641
H -2.793 0.573 0.090
O -3.388 0.389 0.823
H 2.013 0.869 -4.274
H 1.436 1.896 -3.310
O 1.389 0.960 -3.544
H 2.402 -0.874 -1.009
H 2.293 0.207 -2.083
O 2.889 -0.135 -1.395
H -1.952 -2.555 1.157
H -3.131 -1.584 1.236
O -2.664 -2.273 1.746
```

Summary:
DFT total energy in Eh: -769.6762
SMILES: C=C(C)/C=C/C.O.O.O.O.O.O.O

no.,orbital gap (eV),maximum force (eV/A)
1,4.81,0.7
2,8.70,9.2
3,10.03,3.5
4,9.07,0.7